[1]
{
  "formula": "C10H40O10",
  "method": "the ωB97M-V functional and the def2-TZVPD basis",
  "mol_weight_g_mol": 320.4,
  "charge": 0,
  "lumo_ev": 0.07,
  "smiles": "CO.CO.CO.CO.CO.CO.CO.CO.CO.CO",
  "total_energy_ev": -31489.0430,
  "relative_energy_ev": 4.106,
  "homo_lumo_gap_ev": 9.66,
  "elements": ["C", "O", "H", "H", "H", "H", "C", "O", "H", "H", "H", "H", "C", "O", "H", "H", "H", "H", "C", "O", "H", "H", "H", "H", "C", "O", "H", "H", "H", "H", "C", "O", "H", "H", "H", "H", "C", "O", "H", "H", "H", "H", "C", "O", "H", "H", "H", "H", "C", "O", "H", "H", "H", "H", "C", "O", "H", "H", "H", "H"],
  "positions_angstrom": [[0.65438, -3.71862, -1.32737], [-0.71368, -4.14428, -1.23683], [1.00445, -3.60080, -0.29645], [1.24307, -4.46325, -1.87169], [0.68372, -2.77511, -1.86807], [-0.71714, -4.99784, -0.79480], [-2.15150, 4.23077, -0.01271], [-1.77796, 5.59532, 0.22776], [-2.73371, 3.90789, 0.84702], [-2.82926, 4.15473, -0.86739], [-1.29071, 3.57640, -0.15358], [-1.51567, 5.92519, -0.63785], [3.03381, -1.16619, -2.75085], [3.64377, -2.27909, -2.06287], [2.24977, -0.75445, -2.11984], [3.82133, -0.44964, -2.97973], [2.56093, -1.54836, -3.65834], [4.08336, -2.84951, -2.69552], [0.76821, 3.09665, 2.37314], [1.96681, 3.10803, 3.16665], [0.94980, 2.87458, 1.32270], [0.11073, 2.31454, 2.76336], [0.33222, 4.09849, 2.42186], [1.65255, 3.26923, 4.06122], [-0.05615, -0.20870, 0.41875], [-0.26342, 1.01054, -0.28946], [-0.94945, -0.79982, 0.18408], [0.79453, -0.73613, -0.02214], [0.05558, -0.05767, 1.48612], [-0.17620, 0.89578, -1.25186], [-3.63751, -2.09202, -0.98467], [-3.29477, -3.06021, -1.95879], [-4.60299, -1.64801, -1.22576], [-3.75471, -2.55638, -0.00064], [-2.88636, -1.29624, -0.97556], [-2.47452, -3.49766, -1.69046], [3.61279, -0.42138, 0.82946], [3.24290, -1.76801, 0.59354], [4.66619, -0.25933, 0.59906], [2.99942, 0.29207, 0.26636], [3.40582, -0.14761, 1.86376], [3.35785, -1.95761, -0.35783], [1.20112, -1.71287, 3.59318], [2.22978, -2.56861, 3.12125], [1.49344, -0.66169, 3.62881], [0.35525, -1.87672, 2.91488], [0.85581, -2.04878, 4.56886], [2.54451, -2.23691, 2.26365], [-0.93958, 1.78852, -3.64044], [-0.46323, 0.60327, -3.01414], [-1.69959, 1.53128, -4.38314], [-1.32300, 2.51146, -2.92419], [-0.14674, 2.32820, -4.17380], [-0.04840, 0.08048, -3.70592], [-2.90324, 1.15337, 1.85475], [-3.61215, 1.22557, 3.09486], [-2.60459, 0.10647, 1.74722], [-3.55824, 1.34808, 1.00574], [-1.97832, 1.72451, 1.80967], [-4.47109, 1.60809, 2.90497]],
  "forces_ev_per_a": [[-0.45, -0.40, 0.49], [0.02, 0.00, -0.30], [0.48, 0.21, -0.34], [0.10, 0.15, 0.11], [-0.08, 0.00, 0.11], [-0.08, 0.02, 0.02], [-0.40, 0.36, 0.26], [-0.02, -0.49, -0.51], [0.20, -0.09, 0.13], [0.10, -0.02, -0.15], [0.03, -0.05, 0.05], [0.11, 0.29, 0.23], [0.43, -0.97, -0.21], [-0.50, 0.37, 0.04], [0.19, 0.13, 0.18], [-0.32, 0.31, -0.09], [0.02, 0.28, -0.12], [0.08, -0.01, -0.01], [0.14, 0.20, 0.40], [-0.15, -0.17, -0.44], [0.48, -0.10, 0.14], [-0.31, 0.25, -0.13], [-0.44, -0.22, -0.05], [0.27, 0.00, 0.04], [-0.69, -0.23, -1.94], [0.35, 1.03, 0.55], [0.16, -0.47, 0.64], [0.19, -0.12, 0.50], [0.07, 0.25, -0.05], [-0.05, -0.46, 0.44], [0.16, -0.23, -0.04], [-0.32, -0.05, -0.16], [0.03, -0.07, -0.27], [0.21, 0.18, 0.12], [-0.07, 0.08, 0.30], [0.05, 0.18, -0.01], [-0.22, 0.45, -0.10], [-0.19, 0.20, -0.14], [0.05, 0.11, 0.10], [0.08, -0.11, -0.30], [0.25, -0.34, 0.16], [0.12, -0.21, 0.51], [-0.35, -0.80, -0.81], [0.38, 0.23, 0.39], [-0.03, 0.05, 0.04], [-0.27, 0.58, 0.14], [0.33, 0.02, 0.14], [-0.12, -0.28, 0.10], [0.14, 0.40, -0.86], [0.10, 0.27, -0.04], [-0.17, 0.16, 0.21], [-0.18, -0.45, 0.33], [0.11, -0.22, 0.07], [0.00, -0.15, 0.14], [-0.17, -1.39, 0.06], [0.16, 0.46, -0.26], [0.10, 0.01, -0.11], [0.13, 0.36, -0.06], [-0.24, 0.46, 0.18], [0.01, 0.06, 0.18]],
  "nbo_charge": [-0.25, -0.75, 0.19, 0.17, 0.18, 0.47, -0.26, -0.72, 0.18, 0.16, 0.18, 0.46, -0.26, -0.76, 0.19, 0.18, 0.17, 0.49, -0.26, -0.73, 0.19, 0.16, 0.17, 0.46, -0.25, -0.78, 0.17, 0.16, 0.19, 0.50, -0.24, -0.75, 0.17, 0.16, 0.16, 0.49, -0.26, -0.77, 0.17, 0.16, 0.19, 0.51, -0.25, -0.75, 0.16, 0.15, 0.18, 0.49, -0.26, -0.74, 0.18, 0.19, 0.17, 0.48, -0.26, -0.73, 0.17, 0.17, 0.18, 0.47]
}

=====

[2]
{
  "formula": "C10H42O16",
  "method": "the ωB97M-V functional and the def2-TZVPD basis",
  "mol_weight_g_mol": 418.4,
  "charge": 0,
  "lumo_ev": -0.38,
  "smiles": "OCCO.OCCO.OCCO.OCCO.OCCO.O.O.O.O.O.O",
  "total_energy_ev": -43808.8314,
  "relative_energy_ev": 1.578,
  "homo_lumo_gap_ev": 9.10,
  "elements": ["O", "H", "H", "O", "H", "H", "O", "H", "H", "O", "H", "H", "O", "H", "H", "O", "H", "H", "C", "C", "O", "O", "H", "H", "H", "H", "H", "H", "C", "C", "O", "O", "H", "H", "H", "H", "H", "H", "C", "C", "O", "O", "H", "H", "H", "H", "H", "H", "C", "C", "O", "O", "H", "H", "H", "H", "H", "H", "C", "C", "O", "O", "H", "H", "H", "H", "H", "H"],
  "positions_angstrom": [[3.73005, 3.23024, 3.47928], [3.45713, 2.47636, 2.93874], [4.10425, 2.83915, 4.27207], [3.66420, 0.71401, 2.20657], [4.57317, 0.74638, 1.89015], [3.65540, -0.00298, 2.84756], [1.51287, -3.29649, 3.78812], [2.09463, -3.19350, 4.54697], [1.51788, -4.24159, 3.61127], [4.31508, 0.62298, -1.25818], [5.22322, 0.48872, -0.97419], [3.86668, 0.98909, -0.48946], [-0.13668, -0.99744, 4.58818], [0.41910, -1.75166, 4.35888], [-0.89717, -1.05264, 3.98444], [0.38120, 0.86554, -4.89826], [1.14749, 1.13929, -4.38609], [-0.22621, 0.50098, -4.24798], [0.46729, -2.67462, -4.28618], [1.56819, -2.70736, -5.34219], [2.23939, -1.53805, -5.64092], [0.98548, -2.12430, -3.07392], [0.02247, -3.66224, -4.14640], [-0.35380, -2.05628, -4.66422], [1.10551, -3.03281, -6.27963], [2.29205, -3.49400, -5.09668], [2.20928, -1.02100, -4.82704], [0.27505, -2.15705, -2.41634], [-3.88790, -2.45084, 0.75871], [-4.05181, -1.26332, -0.13724], [-3.59992, -0.07726, 0.49669], [-2.47542, -2.70399, 0.97536], [-4.23833, -3.38013, 0.30624], [-4.40318, -2.36007, 1.71688], [-5.07176, -1.20990, -0.52086], [-3.37955, -1.42576, -0.98588], [-3.69893, 0.68243, -0.08287], [-2.30430, -3.27823, 1.72473], [-2.48494, 0.84812, 3.49065], [-1.40491, 1.81194, 2.98042], [-0.21939, 1.85935, 3.76596], [-2.38148, -0.49635, 2.99731], [-3.49350, 1.24323, 3.34396], [-2.45329, 0.76542, 4.57896], [-1.78234, 2.83385, 2.94250], [-1.21432, 1.53906, 1.93770], [0.06816, 0.96800, 4.00309], [-2.77985, -0.50720, 2.10988], [-0.32693, 3.60143, -2.55892], [0.51977, 3.35989, -1.33165], [0.76625, 4.63878, -0.74597], [-1.65754, 4.00725, -2.18640], [-0.43898, 2.74230, -3.22072], [0.04874, 4.40112, -3.20190], [1.44526, 2.90267, -1.69537], [0.00813, 2.67006, -0.65980], [1.08578, 4.46477, 0.14544], [-1.55225, 4.92417, -1.91530], [-0.35830, -0.54979, -0.58762], [0.73006, -0.72567, 0.46963], [1.33368, 0.50607, 0.79216], [-0.87539, -1.80672, -1.00366], [0.00646, 0.03467, -1.43122], [-1.13510, 0.01178, -0.06337], [1.56020, -1.32618, 0.08681], [0.27743, -1.16814, 1.35826], [2.17216, 0.43508, 1.26125], [-1.56564, -2.13056, -0.39840]],
  "forces_ev_per_a": [[0.08, 0.15, -0.13], [-0.04, 0.10, 0.22], [-0.04, 0.02, 0.07], [0.30, -0.22, -0.04], [0.06, 0.05, -0.03], [-0.10, -0.09, 0.15], [0.16, 0.04, 0.05], [0.08, -0.04, 0.08], [-0.09, -0.03, -0.07], [0.03, -0.01, 0.10], [0.08, 0.00, -0.10], [-0.22, 0.02, -0.06], [0.09, 0.11, 0.00], [-0.15, -0.05, -0.13], [-0.02, -0.04, -0.04], [-0.08, 0.11, 0.02], [0.07, 0.03, 0.03], [0.01, -0.10, 0.05], [0.13, 0.91, -0.20], [-0.49, -1.94, -0.46], [0.04, 1.09, 0.63], [-0.09, -0.28, -0.48], [0.37, -0.26, 0.04], [-0.01, 0.25, 0.01], [-0.15, -0.13, 0.05], [0.02, -0.05, 0.29], [0.21, 0.24, -0.13], [0.01, -0.01, 0.18], [0.57, -1.27, 0.85], [0.79, -0.17, -0.90], [-0.46, -0.08, 0.61], [-0.32, 0.76, -0.26], [-0.59, 0.36, -0.41], [0.03, 0.34, 0.04], [-0.11, 0.14, 0.24], [-0.28, -0.14, -0.28], [0.01, -0.01, -0.10], [-0.22, 0.04, 0.10], [-0.21, 0.09, 0.75], [-0.06, -0.37, 0.14], [-0.37, 0.13, -0.26], [-0.10, 0.43, -0.06], [0.00, 0.02, -0.62], [0.45, 0.02, 0.05], [-0.11, 0.01, 0.24], [0.34, -0.11, -0.11], [-0.14, -0.23, -0.08], [0.36, 0.09, 0.17], [-1.10, 0.44, -0.15], [0.13, 0.25, -1.17], [-0.04, -0.56, 0.26], [0.22, -0.09, -0.06], [0.11, -0.25, 0.33], [0.62, -0.06, 0.18], [0.24, -0.09, 0.33], [0.03, 0.06, 0.13], [0.02, 0.25, 0.04], [-0.24, -0.01, 0.20], [-0.14, 0.21, 1.33], [1.26, -0.26, -0.27], [-0.88, 1.29, -0.32], [0.23, 0.21, -0.64], [0.02, -0.23, -0.16], [-0.21, 0.23, -0.36], [-0.47, -0.74, -0.11], [-0.01, -0.29, 0.06], [-0.18, -0.37, -0.02], [0.59, 0.07, 0.22]],
  "nbo_charge": [-0.95, 0.48, 0.46, -0.95, 0.49, 0.49, -0.95, 0.48, 0.48, -0.93, 0.46, 0.47, -1.00, 0.48, 0.50, -0.93, 0.47, 0.47, -0.09, -0.07, -0.70, -0.76, 0.17, 0.15, 0.17, 0.15, 0.47, 0.50, -0.10, -0.10, -0.75, -0.76, 0.19, 0.19, 0.19, 0.19, 0.50, 0.50, -0.11, -0.09, -0.73, -0.78, 0.17, 0.19, 0.18, 0.16, 0.49, 0.51, -0.09, -0.10, -0.73, -0.73, 0.18, 0.17, 0.16, 0.18, 0.48, 0.47, -0.09, -0.08, -0.77, -0.78, 0.18, 0.17, 0.17, 0.16, 0.49, 0.51]
}

=====

[3]
{
  "formula": "C10H5BrCaNO5",
  "method": "the ωB97M-V functional and the def2-TZVPD basis",
  "mol_weight_g_mol": 339.1,
  "charge": 1,
  "lumo_ev": [-4.89, -4.96],
  "total_energy_ev": -110649.6511,
  "relative_energy_ev": 1.062,
  "homo_lumo_gap_ev": [5.63, 5.30],
  "elements": ["O", "C", "Ca", "O", "C", "C", "O", "C", "O", "C", "O", "H", "Br", "C", "C", "C", "C", "N", "C", "H", "H", "H", "H"],
  "positions_angstrom": [[-0.08566, 3.86065, -3.77239], [-0.05920, 2.95218, -3.07221], [0.47271, -0.35914, 0.63990], [-0.10726, 3.14810, 1.26716], [-0.00709, 2.05326, 0.92726], [-0.85239, -1.83465, -0.87517], [-1.37791, -2.93782, -1.08002], [2.74584, 0.19833, -0.44655], [3.82393, 0.46565, -0.72506], [-1.81593, -0.72855, -0.54680], [-2.94370, -0.48545, -0.83863], [0.31007, -1.54970, -0.98669], [-2.14980, -5.07890, 3.70950], [-0.87196, -3.74183, 3.49223], [0.06746, -3.47601, 4.47691], [1.01685, -2.47543, 4.27563], [1.01725, -1.78560, 3.05323], [0.07117, -2.02864, 2.12523], [-0.86072, -2.99840, 2.30884], [0.01970, -4.04737, 5.39921], [1.77644, -2.25367, 5.03791], [1.78726, -1.01090, 2.88697], [-1.54968, -3.14090, 1.49533]],
  "forces_ev_per_a": [[0.04, -2.42, 1.83], [-0.02, 2.40, -1.78], [-0.87, -0.06, 0.23], [0.18, -3.86, -1.34], [-0.30, 4.72, 1.47], [-1.49, 0.36, -0.96], [1.48, 0.04, 0.23], [3.94, 1.01, -0.95], [-3.45, -0.87, 0.76], [1.40, 0.64, -0.06], [0.72, -0.41, 0.30], [-1.79, -1.14, -0.46], [-0.11, -0.12, 0.05], [0.01, 0.37, -0.73], [0.07, 0.26, 0.11], [0.48, 0.18, -0.30], [-0.78, -0.90, 1.15], [0.21, -0.51, 0.52], [1.18, 0.72, 0.64], [0.18, 0.14, -0.08], [-0.45, -0.13, -0.40], [-0.38, -0.26, -0.13], [-0.23, -0.15, -0.10]],
  "nbo_charge": [-0.47, 0.47, 1.59, -0.37, 0.40, -0.01, -0.50, 0.42, -0.36, 0.17, -0.42, 0.03, 0.17, -0.12, -0.16, -0.21, -0.02, -0.61, 0.04, 0.26, 0.25, 0.18, 0.26]
}

=====

[4]
{
  "formula": "C10H5ClCrNO5",
  "method": "the ωB97M-V functional and the def2-TZVPD basis",
  "mol_weight_g_mol": 306.6,
  "charge": 2,
  "multiplicity": 4,
  "lumo_ev": [-10.56, -11.30],
  "total_energy_ev": -63098.6405,
  "homo_lumo_gap_ev": [4.81, 5.48],
  "elements": ["O", "C", "Cr", "C", "O", "C", "O", "C", "O", "C", "O", "H", "Cl", "C", "C", "C", "C", "N", "C", "H", "H", "H", "H"],
  "positions_angstrom": [[-1.04499, 1.65743, -2.93161], [-1.24281, 1.27647, -1.84171], [-1.65643, 0.82617, -0.22217], [-1.32446, 2.47637, 0.54338], [-1.04929, 3.52739, 0.97944], [0.43092, -1.11444, -2.98902], [-0.47832, -1.74583, -2.59907], [1.37935, -0.13453, -2.82862], [1.71616, 0.51198, -1.84570], [-3.48411, 0.74460, -0.59509], [-4.59475, 0.75904, -0.97001], [1.63624, -0.16768, -3.87323], [3.33511, 0.68943, 2.37333], [1.89153, -0.11608, 1.94572], [1.61317, -1.39755, 2.42819], [0.40842, -1.98840, 2.05972], [-0.49085, -1.29410, 1.25603], [-0.21241, -0.03802, 0.82969], [0.97552, 0.55220, 1.12468], [2.33383, -1.88924, 3.07602], [0.14108, -2.98293, 2.40324], [-1.45756, -1.69662, 0.94297], [1.17466, 1.54434, 0.73382]],
  "forces_ev_per_a": [[-0.79, -1.76, 4.70], [1.68, 3.59, -9.13], [2.09, -4.66, 5.45], [1.75, 7.97, 2.56], [-1.44, -5.48, -2.06], [-2.92, -1.85, 5.31], [0.78, 0.45, -1.79], [0.08, -0.73, -3.66], [-0.31, 0.08, 0.93], [-9.58, 0.52, -3.55], [6.06, -0.27, 2.33], [2.33, 1.97, -0.82], [-0.08, -0.11, -0.08], [-0.09, 0.61, -0.30], [-0.31, 0.32, -0.33], [-0.48, -0.13, -0.16], [0.36, 0.19, 0.21], [0.60, 0.44, -0.39], [0.02, -0.88, 0.68], [-0.17, -0.03, -0.11], [0.08, 0.13, -0.05], [0.24, -0.17, 0.19], [0.08, -0.20, 0.05]],
  "nbo_charge": [-0.28, 0.56, 0.64, 0.58, -0.26, 0.65, -0.37, 0.10, -0.51, 0.55, -0.21, 0.18, 0.15, -0.05, -0.09, -0.19, 0.03, -0.55, 0.06, 0.28, 0.28, 0.22, 0.25]
}